C27H67BrGaN2O7 | wB97M-V/def2-TZVPD

Structure (XYZ):
```
105
Properties=species:S:1:pos:R:3:forces:R:3:mulliken_charge:R:1
H -3.90110 0.19396 -1.87943 0.05 -0.10 -0.03 -0.371
H -1.21333 -0.48585 0.60972 -0.05 0.17 -0.07 0.111
H 1.35673 1.82509 3.28295 0.07 -0.03 -0.01 0.282
H 5.15914 0.78738 -0.64751 0.04 0.14 0.20 0.343
H -2.49733 0.95165 -6.20537 0.08 0.03 -0.02 0.349
C -2.45899 -0.11661 -6.44028 0.10 -0.06 0.04 -0.399
H -0.77123 -0.53480 5.24586 -0.05 0.06 -0.09 0.252
O 0.31932 0.40956 2.17599 -0.27 -0.21 -0.09 -0.398
H -1.17179 0.96923 4.38424 0.04 -0.15 0.03 0.283
H -5.57876 0.57741 -1.55523 0.08 0.09 0.19 0.370
H -7.17119 -0.19329 5.00229 0.10 0.03 0.03 0.395
H -0.40347 0.70479 -3.13083 -0.08 -0.01 -0.03 0.397
H -1.00103 1.36073 -4.65773 0.09 -0.04 0.04 0.369
H 6.86032 -0.35391 2.41899 0.06 -0.08 -0.04 0.353
C -4.72907 -0.00668 -1.19223 0.04 -0.05 0.12 0.448
C -1.22967 0.66829 -3.84500 -0.04 0.10 -0.04 -1.135
H -3.23369 -4.40223 -11.45765 -0.03 -0.06 0.07 0.377
H 6.51459 4.10336 2.10327 -0.25 0.10 0.31 -0.224
H -2.13545 1.03163 -3.35122 0.09 -0.05 0.01 0.213
C -0.40969 0.19456 4.51549 0.02 0.14 0.08 -1.065
C -1.43204 -0.75109 -4.34601 0.03 0.12 0.03 -0.370
H -4.10040 -3.51837 -6.58682 0.12 -0.04 0.01 0.305
H 6.46757 8.42126 4.51020 -0.49 -1.59 0.49 0.313
H -3.90166 -3.12135 7.78477 0.02 0.05 -0.06 0.396
H 4.79211 7.61864 6.43425 -0.02 -0.50 -1.77 0.274
H 6.88991 0.51912 -0.66283 0.07 -0.09 -0.03 0.330
H -2.27593 -4.78218 -10.02443 -0.02 0.08 -0.04 0.250
O -4.48846 -5.43738 -8.48028 -0.16 -0.13 -0.03 -0.429
C -1.25224 -0.44342 -7.30453 0.13 -0.08 0.01 -1.050
H -5.15991 -1.61663 4.61482 -0.07 -0.05 0.04 0.294
H -1.26999 0.14924 -8.22339 -0.03 -0.05 0.07 0.417
Ga 5.65932 4.83194 3.27553 0.37 0.12 -1.71 0.145
C -3.82761 -1.13066 6.95532 -0.02 -0.02 -0.08 -0.382
H 8.61439 0.14425 0.62970 0.03 -0.07 0.06 0.320
H 2.89816 -0.39037 1.81102 0.00 0.08 0.02 0.115
H 3.61629 0.86948 2.83755 -0.09 0.01 -0.09 0.316
H -2.47942 -5.69134 -8.03815 0.04 0.06 -0.02 0.339
O -4.42254 0.48823 0.10419 -0.24 0.11 0.03 -0.490
C -4.42185 -4.66945 -9.67435 0.09 -0.05 0.03 -0.292
H 0.61631 -1.29383 3.31736 0.06 0.00 0.08 0.305
H 6.96977 1.31712 2.93572 -0.19 0.05 -0.22 0.221
C -2.01616 -0.02442 0.03170 -0.01 -0.06 -0.15 -0.185
N 6.22427 6.68339 3.29151 0.39 -0.18 1.58 -0.360
H -3.36697 -0.33999 -7.00669 -0.02 -0.11 0.22 0.360
C -3.33450 -0.13600 0.77671 0.16 0.02 -0.10 -0.284
C 7.05858 0.66333 2.06311 0.01 0.11 -0.02 -0.201
H 7.23586 6.70403 3.03475 -1.12 -0.16 0.07 0.238
C -3.21481 -4.99454 -10.53864 0.12 -0.09 0.01 -1.015
H 4.17601 6.28835 5.32129 0.71 1.46 -0.31 0.287
H -6.49738 -0.65824 6.56630 -0.05 -0.05 -0.05 0.285
H 6.51228 -1.62695 0.66702 0.03 -0.01 -0.07 0.272
H -3.57673 -1.18188 0.99565 0.03 -0.06 -0.05 0.260
H -2.36836 -3.84272 -6.36633 -0.09 0.02 -0.03 0.391
H -4.28877 -2.11252 -0.85852 0.02 0.01 -0.09 0.262
H -3.20958 -6.05671 -10.80381 -0.04 0.13 0.00 0.290
C 6.16001 7.30713 4.64769 0.02 1.09 0.56 -0.313
O 8.54341 3.60912 5.26251 -5.55 -0.25 -1.17 -0.628
H -4.93384 -2.91223 6.36694 -0.01 0.00 0.10 0.259
O -2.52595 -0.88532 -5.24588 -0.19 -0.13 -0.05 -0.366
H -4.58198 -0.72543 7.63817 -0.06 -0.07 0.01 0.317
C 5.71592 -1.13555 0.10517 -0.02 -0.13 0.09 -0.940
O 6.04796 1.06740 1.14805 -0.11 -0.05 -0.07 -0.239
H -3.61184 -5.94934 -6.72655 -0.16 0.00 -0.21 0.347
O -3.86307 -0.43386 5.71716 0.12 0.06 -0.03 -0.381
H 4.08250 8.14053 4.81067 0.67 -1.71 0.70 0.214
C 1.51351 1.14119 2.44322 0.23 0.08 0.07 -0.480
C -5.10618 -1.47875 -1.20677 -0.02 -0.12 0.07 -1.175
H 1.69811 1.76869 1.56690 -0.20 -0.10 0.08 0.309
H -2.85541 -0.91306 7.40743 -0.07 0.13 -0.22 0.377
C 8.46511 0.78380 1.50276 0.08 0.03 -0.16 -1.249
H -5.36578 -1.79546 -2.22080 0.01 0.06 0.07 0.425
H -0.31317 -0.23277 -6.79009 -0.02 0.08 -0.05 0.316
H -2.05386 -0.51696 -0.94308 -0.03 -0.08 0.03 -0.144
H -0.51705 -1.14228 -4.80349 0.04 0.07 -0.01 0.371
H -5.32980 -4.89438 -10.23977 -0.01 -0.10 0.22 0.327
H 2.60012 -0.38918 3.54780 0.03 0.06 0.05 0.305
H -3.23679 0.36575 1.74417 -0.17 0.07 -0.15 0.178
H -1.02996 -0.95480 2.82283 0.05 0.09 -0.13 0.339
H -4.46164 -3.60104 -9.43985 0.09 0.04 -0.01 0.285
C -3.19452 -3.88109 -7.08034 -0.07 0.05 -0.04 -0.637
H -4.90281 0.01706 4.03914 0.20 -0.02 0.13 0.158
H 6.90196 6.87158 5.41556 -0.97 0.38 -1.05 0.203
Br 3.31484 4.59586 2.54859 0.42 0.04 0.47 -0.536
H 0.47560 0.67574 4.93461 0.02 -0.08 -0.01 0.350
H 4.78258 -1.29279 0.65514 0.09 0.04 -0.10 0.159
H 8.66495 1.81314 1.19218 -0.06 -0.06 0.11 0.283
H -1.24857 -1.50548 -7.57002 -0.03 0.13 0.01 0.197
N 6.03326 3.86940 4.94154 6.61 -1.42 0.56 -0.377
C -6.29938 -0.09185 5.65447 -0.03 0.06 0.14 -1.161
H -3.18893 -3.03425 6.15983 -0.03 0.05 0.08 0.271
C 7.30770 3.66212 5.03839 -1.15 1.67 1.03 0.629
H -1.64987 -1.39935 -3.49182 -0.16 -0.01 -0.20 0.356
H -5.96347 -1.66020 -0.55024 0.07 0.05 -0.09 0.304
H -6.19260 0.95975 5.93929 -0.01 -0.11 -0.09 0.311
H 9.20080 0.49711 2.25846 -0.07 0.05 -0.02 0.404
H -2.96685 -3.18896 -7.89371 0.08 -0.04 0.03 0.052
C -5.04734 -0.57869 4.94395 -0.03 0.05 0.06 -0.096
C -3.39495 -5.30117 -7.58073 0.02 0.12 0.01 -0.607
H -1.76328 1.02506 -0.14203 0.03 -0.10 0.11 0.286
C -3.97421 -2.63560 6.80842 -0.04 -0.10 -0.11 -1.033
C 5.98158 0.35033 -0.07526 0.01 0.04 0.23 -0.397
H 5.63917 -1.62994 -0.86761 -0.02 0.05 0.06 0.399
C 2.72585 0.25714 2.67598 0.02 -0.10 0.07 -0.709
C -0.11227 -0.48651 3.19046 0.11 0.21 0.02 -0.255
C 4.70061 7.30578 5.32055 0.37 0.86 0.25 -0.884
```
Forces are in eV/Å.

Gap between HOMO and LUMO   6.942 eV
HOMO   -5.1 eV
LUMO energy   1.845 eV
Spin multiplicity   1
Charge   -1